The following is a quantum chemistry calculation of a cluster of 4 separate species, C5H16O3 in total, from OMol25.

The geometry in XYZ format:
```
24
Properties=species:S:1:pos:R:3
C 0.37 -0.27 0.01
H 0.08 -1.12 0.59
O -0.22 -2.36 5.13
H 1.45 1.36 2.66
H 0.70 0.50 -1.88
H 2.56 -0.98 -2.00
H 1.18 1.65 0.11
H -3.33 -1.59 0.86
H -0.23 1.87 2.30
O -0.50 5.11 -4.35
H -0.71 5.34 -5.25
H -0.45 -0.85 -1.79
H -1.30 5.21 -3.84
H 0.25 -3.19 4.98
H 1.51 -1.96 -2.78
O -3.58 -1.99 0.03
H -0.12 -1.94 4.27
C 0.53 1.12 2.12
C 0.70 0.84 0.66
H 0.17 0.24 2.68
C 1.62 -1.50 -1.81
H 1.89 -2.20 -1.02
C 0.54 -0.50 -1.47
H -3.11 -2.78 -0.22
```

The HOMO energy is -9.35 eV. Its multiplicity is 1. Its gap between HOMO and LUMO is 9.8 eV. The relative energy (zero: lowest compared OMol25 entry of this formula, charge and spin) is 98.1 kJ/mol. As for the total energy: -425.773347 Ha. The value obtained for the molecular weight is 124.18 g mol⁻¹.


The following is a quantum chemistry calculation of a structure of composition C29H40MnN2O3Si, from OMol25.

The geometry in XYZ format:
```
76
Properties=species:S:1:pos:R:3
H -2.60 -4.79 -3.24
H 1.00 -5.42 -1.05
Si -3.60 -1.50 0.10
O 0.57 -3.36 0.67
N -0.70 -1.60 3.45
H 3.14 4.57 2.10
C 4.29 -3.12 0.62
C -3.97 0.18 0.82
C -5.03 -2.47 0.79
H 3.84 1.34 -0.98
C 0.29 -0.56 3.94
C 0.96 4.37 0.66
H -4.05 0.13 1.93
C -1.33 5.08 -0.10
C 0.74 4.83 2.12
H 2.92 2.84 2.17
C 2.99 -3.34 1.09
H 5.18 -3.23 1.28
C 3.18 3.65 1.49
H -1.22 5.79 0.73
H 2.81 -3.86 2.05
H 0.44 1.08 -2.76
N -2.07 -2.32 0.42
H -2.07 4.41 0.32
H -3.93 -2.10 -2.30
C 2.16 3.70 0.39
C 1.25 1.82 -2.85
H -3.19 0.93 0.54
C 0.71 0.40 2.83
H 4.53 2.89 -0.70
C 1.89 -3.10 0.23
H 3.45 -2.24 -2.64
H 5.48 -2.67 -1.18
C -2.02 -4.74 -2.29
H -0.19 0.02 4.72
C 1.27 2.81 -1.72
H -4.74 -3.53 0.94
H -1.65 -1.47 3.89
H 1.18 -2.38 -1.64
C 3.35 -2.52 -1.57
C -1.68 -3.43 -0.29
H 1.08 2.38 -3.80
H -0.42 -2.53 3.80
H 1.40 5.65 2.42
H 2.27 1.39 -2.85
C -0.73 -5.23 -2.26
C 3.69 2.40 -1.19
C -0.02 4.36 -0.31
H -1.75 5.62 -0.96
H -5.85 -2.34 0.05
H -0.26 -5.77 -3.10
H 3.92 2.42 -2.30
H -4.53 -0.52 -1.88
C 0.04 -4.93 -1.14
Mn -0.67 -1.47 1.39
O 1.31 1.44 3.17
C 4.47 -2.73 -0.74
C -2.52 -4.09 -1.18
H -3.56 -3.87 -1.09
H 4.19 3.48 1.07
H -1.68 2.40 -1.84
H 0.88 4.00 2.84
C -3.67 -1.18 -1.73
C -1.13 3.20 -2.29
C 0.09 3.54 -1.48
O 0.58 0.01 1.60
H -1.83 4.03 -2.41
H -0.87 2.95 -3.33
H -5.31 -2.01 1.79
C 2.05 -2.63 -1.06
H -2.72 -0.76 -2.15
C -0.32 -3.93 -0.27
C 2.38 2.99 -0.83
H 1.13 -1.05 4.44
H -4.92 0.53 0.41
H -0.30 5.17 2.27
```

The HOMO energy (spin up / spin down) is -7.32 / -7.52 eV. Its multiplicity is 6. Its gap between HOMO and LUMO (spin up / spin down) is 7.2 / 7.3 eV. The relative energy (zero: lowest compared OMol25 entry of this formula, charge and spin) is 69.9 kJ/mol. As for the total energy: -2904.816794 Ha. The value obtained for the molecular weight is 547.67 g mol⁻¹.


The following is a quantum chemistry calculation of the molecule C22H22N2O3S, from OMol25.

The geometry in XYZ format:
```
50
Properties=species:S:1:pos:R:3
C -5.16 -1.86 0.23
H -5.47 -0.79 -1.60
H -4.56 -2.87 2.02
C -2.89 -2.04 0.97
H 0.10 4.54 -0.57
H 0.91 0.78 -1.48
N 1.67 1.33 -1.10
C 3.84 -0.62 0.53
S -0.75 -0.97 -0.34
H 5.35 0.87 0.78
H -0.01 0.08 2.84
H 2.43 -3.72 -1.30
H 3.14 0.78 -2.45
C -0.93 1.51 0.49
C 1.40 2.26 -0.16
C -0.07 2.50 0.03
C 3.93 -1.89 1.09
H -3.04 -0.32 -1.92
H 0.89 -1.01 1.74
H 3.51 -3.97 0.91
N -0.46 0.20 0.80
O -0.56 -0.40 -1.65
H 4.40 -2.00 2.06
H -3.83 3.24 0.48
H 4.66 0.29 2.29
C -2.28 1.79 0.66
H -2.14 -2.39 1.66
C 3.02 0.86 -1.36
C -1.92 4.04 -0.09
H 2.25 -1.49 -2.32
H -6.21 -2.06 0.37
C 2.83 -2.86 -0.79
C -2.78 3.04 0.35
O 0.00 -2.13 0.02
O 2.25 2.89 0.45
C -4.24 -2.31 1.15
C -2.49 -1.32 -0.14
C 4.43 0.56 1.26
C 2.73 -1.61 -1.36
C 3.43 -3.00 0.45
H -2.31 5.02 -0.31
C -3.40 -0.87 -1.07
C -0.58 3.77 -0.24
H 3.75 1.41 1.27
H 3.71 1.62 -0.98
H 1.31 0.71 1.82
C -4.75 -1.14 -0.88
C 0.49 0.00 1.87
H -2.93 1.02 1.03
C 3.23 -0.48 -0.71
```

The HOMO energy is -8.67 eV. Its multiplicity is 1. Its gap between HOMO and LUMO is 9.1 eV. The relative energy (zero: lowest compared OMol25 entry of this formula, charge and spin) is 45.6 kJ/mol. As for the total energy: -1584.979643 Ha. The value obtained for the molecular weight is 394.50 g mol⁻¹.